Entry from OMol25: C35H37BiN6O4SSbSe4Te as an isolated structure at a distorted geometry (ωB97M-V/def2-TZVPD).

Values from the calculation:
molar mass = 1411.966 g mol⁻¹
net charge = -2
gap between HOMO and LUMO (alpha / beta) = 0.1946 / 0.1924 Ha
multiplicity = 2
energy above the lowest of the compared OMol25 structures with the same formula, charge and spin = 58.0 kcal/mol

Each line ends with the Mulliken charge.
Geometry (Å):
Bi  0.12107  -0.94524  -1.41856  0.986
N  6.45650  1.96533  -6.27457  -0.627
C  5.36973  1.11521  -5.98807  1.288
C  4.07390  1.49303  -6.33112  -0.777
C  3.00939  0.64196  -6.08084  -0.281
C  3.22829  -0.59453  -5.49190  -0.562
C  4.52212  -0.99544  -5.17370  -0.310
C  5.58423  -0.13893  -5.41963  -0.776
S  1.81269  -1.64831  -5.20100  1.147
O  0.70977  -0.92813  -5.78109  -0.584
O  2.08672  -2.94327  -5.77958  -0.755
N  1.52498  -1.71040  -3.60751  -0.408
C  2.36340  -2.34221  -2.75115  0.505
N  3.50764  -2.92201  -3.08796  -0.548
C  4.22618  -3.43491  -2.04650  -0.454
C  3.91362  -3.33324  -0.74284  -1.121
C  2.69097  -2.59921  -0.35321  0.768
N  1.85104  -2.33148  -1.47555  -0.206
H  6.19948  2.93565  -6.35029  0.226
H  7.24989  1.82673  -5.67051  0.217
H  3.89836  2.46970  -6.77122  0.255
H  2.00047  0.92947  -6.34668  0.481
H  4.66043  -1.96234  -4.71401  0.514
H  6.59608  -0.43484  -5.15773  0.248
H  5.12685  -3.96625  -2.34873  0.386
H  4.55932  -3.70264  0.04359  0.348
H  2.10560  -3.13314  0.40479  0.124
Se  -2.96501  3.61184  -5.79691  -0.761
Sb  -0.81059  2.55041  -5.32401  0.086
Se  0.59614  1.04712  -2.97265  -0.248
Se  -1.45580  0.49465  -3.75463  -0.467
Se  0.08902  4.03001  -3.43797  -0.568
C  -3.34242  3.38759  -2.07835  -1.379
C  -2.34138  3.03536  -1.01885  0.735
N  -2.12781  4.00868  -0.06325  -0.375
O  -1.78270  1.96343  -0.93929  0.293
H  -4.20204  3.91413  -1.65457  0.384
H  -3.65537  2.50097  -2.61910  0.271
H  -2.86193  4.05132  -2.80293  0.314
H  -2.36651  4.95892  -0.28936  0.190
H  -1.33726  3.86536  0.54256  0.211
C  -6.79095  1.88871  4.85544  -1.572
C  -5.56184  1.48209  4.08187  0.772
C  -4.29034  1.79289  4.53778  -1.041
C  -3.14565  1.42957  3.82691  1.239
C  -1.79973  1.84492  4.37903  -1.387
C  -3.26555  0.71744  2.62329  -0.580
Te  -1.47469  0.30543  1.45794  0.941
N  1.03738  -0.29585  0.44495  -0.678
C  2.17281  -0.58408  0.91417  -0.040
O  3.12631  -1.36975  0.36844  -0.368
C  2.60922  -0.07835  2.26353  0.477
C  1.93067  0.96646  2.88393  -0.108
C  2.28382  1.37722  4.16068  -0.736
C  3.33167  0.76031  4.83369  -0.441
C  4.01770  -0.27805  4.21823  -0.651
C  3.65729  -0.69685  2.94348  -0.443
C  -1.65302  -1.83005  1.58945  0.467
C  -2.12200  -2.51886  0.47104  -0.418
C  -2.00332  -3.89980  0.36550  -0.839
C  -1.42444  -4.61606  1.40089  -0.700
C  -1.00489  -3.94715  2.54315  -0.765
C  -1.10497  -2.56214  2.65522  0.549
C  -0.62695  -1.86956  3.90574  -1.020
C  -4.55659  0.43018  2.13830  1.202
C  -4.75272  -0.26199  0.81356  -1.317
C  -5.67712  0.80730  2.87221  -0.930
H  -6.52040  2.30762  5.82484  0.349
H  -7.44696  1.03137  5.01791  0.347
H  -7.35977  2.64170  4.30504  0.311
H  -4.18191  2.34334  5.46848  0.243
H  -1.90645  2.25428  5.38616  0.368
H  -1.34707  2.61370  3.74812  0.315
H  -1.10774  1.00336  4.40983  0.063
H  1.12530  1.45211  2.35253  0.578
H  1.73882  2.18765  4.63186  0.401
H  3.60683  1.08647  5.82951  0.370
H  4.84216  -0.76067  4.73091  0.382
H  4.19024  -1.50698  2.46614  0.440
H  -2.60141  -1.97193  -0.32998  0.709
H  -2.35153  -4.40268  -0.52847  0.433
H  -1.30325  -5.68946  1.32056  0.372
H  -0.57787  -4.50958  3.36781  0.345
H  -0.24224  -2.58823  4.63095  0.465
H  -1.45197  -1.31303  4.35658  0.147
H  0.16251  -1.15679  3.66029  0.002
H  -4.21646  0.26942  0.02473  0.092
H  -5.81150  -0.31118  0.55281  0.409
H  -4.36905  -1.28071  0.86139  0.133
H  -6.66742  0.57595  2.48855  0.343